Record 1
Formula: C2H14N2O3
Source: the OMol25 dataset
Level of theory: ωB97M-V with the def2-TZVPD basis set

The geometry in ORCA input format:
```
! RIJCOSX wB97M-V def2-TZVPD def2/J DEFGRID3
* xyz 0 1
N -0.694 -1.259 -2.048
C -0.067 0.052 -2.192
C 1.127 0.173 -1.234
N 1.180 1.422 -0.488
H -1.601 -1.316 -2.455
H -0.642 -1.542 -1.086
H 0.361 0.284 -3.164
H -0.835 0.837 -2.085
H 2.056 0.145 -1.849
H 1.220 -0.778 -0.709
H 1.148 2.213 -1.119
H 2.038 1.493 0.043
O -0.243 1.911 2.085
H -0.228 1.954 1.128
H -0.804 2.641 2.364
O -0.467 -2.634 0.950
H -0.524 -1.879 1.588
H 0.253 -3.164 1.353
O -1.466 -0.357 2.933
H -1.056 0.343 2.404
H -0.756 -0.540 3.580
*
```

SMILES ... NCCN.O.O.O
Frontier orbital gap ... 0.3466 hartree


Record 2
Formula: C33H32CrN4O7
Source: the OMol25 dataset
Level of theory: ωB97M-V with the def2-TZVPD basis set

The geometry in ORCA input format:
```
! RIJCOSX wB97M-V def2-TZVPD def2/J DEFGRID3
* xyz -1 4
Cr -0.132 -0.724 -0.219
C -2.016 -1.317 -3.983
C -0.628 -0.792 -4.173
C 0.059 -1.060 -5.347
C 1.359 -0.627 -5.527
C 1.975 0.099 -4.525
C 1.316 0.398 -3.344
C 2.009 1.220 -2.301
C 0.002 -0.059 -3.149
N -0.663 0.166 -1.942
C -1.851 0.790 -1.944
O -2.358 1.440 -2.857
C -2.557 0.576 -0.638
C -3.849 0.968 -0.315
C -4.361 0.622 0.929
C -3.578 -0.108 1.819
C -2.299 -0.470 1.427
N -1.830 -0.127 0.226
C -1.301 -1.202 2.285
O -1.626 -1.713 3.355
N -0.097 -1.248 1.685
C 1.079 -1.472 2.379
C 1.311 -0.951 3.672
C 0.346 -0.023 4.338
C 2.498 -1.266 4.321
C 3.468 -2.055 3.733
C 3.291 -2.465 2.423
C 2.133 -2.158 1.730
C 2.046 -2.535 0.275
H -2.236 -2.121 -4.684
H -2.746 -0.519 -4.128
H -2.115 -1.683 -2.963
H -0.435 -1.630 -6.125
H 1.893 -0.854 -6.439
H 2.990 0.450 -4.656
H 2.865 1.745 -2.720
H 2.356 0.589 -1.479
H 1.327 1.952 -1.876
H -4.422 1.526 -1.040
H -5.366 0.913 1.198
H -3.927 -0.389 2.802
H -0.066 0.679 3.612
H 0.836 0.528 5.139
H -0.495 -0.578 4.756
H 2.663 -0.866 5.311
H 4.361 -2.330 4.277
H 4.076 -3.017 1.923
H 2.996 -2.949 -0.065
H 1.831 -1.640 -0.355
H 1.267 -3.278 0.109
C -2.729 -3.735 -1.384
C -1.762 -3.255 -0.284
C -1.087 -4.470 0.380
O -0.831 -2.376 -0.782
H -3.399 -4.503 -1.002
H -2.155 -4.137 -2.216
H -3.330 -2.901 -1.739
H -2.367 -2.754 0.500
H -0.457 -4.996 -0.336
H -1.848 -5.150 0.757
H -0.481 -4.137 1.218
O -0.802 1.635 1.758
C 0.192 1.827 1.057
O 0.766 0.930 0.354
C 0.745 3.209 1.010
C -0.162 4.271 1.039
C 0.292 5.566 1.096
C 1.668 5.807 1.167
C 2.579 4.748 1.098
C 2.115 3.457 1.004
N 2.144 7.128 1.324
O 3.360 7.304 1.430
O 1.327 8.051 1.357
H -1.218 4.046 1.033
H -0.387 6.404 1.121
H 3.632 4.975 1.144
H 2.794 2.619 0.970
*
```

Frontier orbital gap (spin up / spin down) ... 0.2358 / 0.2418 hartree


Record 3
Formula: C19H15BrN6OS2Sn
Source: the OMol25 dataset
Level of theory: ωB97M-V with the def2-TZVPD basis set

The geometry in ORCA input format:
```
! RIJCOSX wB97M-V def2-TZVPD def2/J DEFGRID3
* xyz 2 1
Sn 0.319 -0.157 -3.286
O -6.212 0.468 -1.282
C -4.975 0.470 -1.737
C -4.419 1.491 -2.522
C -3.104 1.389 -2.919
N -2.311 0.370 -2.580
C -2.853 -0.597 -1.848
Br -1.655 -2.004 -1.401
C -4.149 -0.618 -1.405
H -6.737 1.235 -1.554
H -5.017 2.341 -2.816
H -2.647 2.149 -3.538
H -4.548 -1.431 -0.822
S 2.538 -1.533 -2.681
C 2.627 -1.227 -0.996
N 3.758 -1.586 -0.420
N 4.044 -1.782 0.805
C 3.283 -2.176 1.883
C 3.864 -2.066 3.162
C 3.167 -2.494 4.271
C 1.915 -3.086 4.116
C 1.346 -3.220 2.851
C 2.009 -2.755 1.737
N 1.735 -0.504 -0.279
N 0.885 0.227 -0.867
C 0.164 1.102 -0.104
C 0.107 1.031 1.303
C -0.540 2.021 2.008
C -1.130 3.091 1.336
C -1.075 3.170 -0.053
C -0.456 2.174 -0.773
H 5.056 -1.747 0.978
H 4.842 -1.619 3.273
H 3.598 -2.388 5.255
H 1.385 -3.455 4.981
H 0.389 -3.707 2.736
H 1.585 -2.883 0.753
H 0.570 0.197 1.809
H -0.573 1.982 3.088
H -1.635 3.861 1.900
H -1.492 4.026 -0.561
H -0.371 2.228 -1.851
S 2.994 3.780 -4.516
C 2.175 2.561 -3.952
N 1.544 1.673 -3.481
*
```

Frontier orbital gap (spin up / spin down) ... 0.2230 / 0.1438 hartree


Record 4
Formula: C12H21N2O
Source: the OMol25 dataset
Level of theory: ωB97M-V with the def2-TZVPD basis set

The geometry in ORCA input format:
```
! RIJCOSX wB97M-V def2-TZVPD def2/J DEFGRID3
* xyz 1 1
C -2.851 -0.827 0.213
C -1.477 -0.504 -0.275
C -0.935 -1.876 -0.880
C -1.357 0.756 -1.227
C -1.715 1.902 -0.299
C -1.096 1.443 1.029
C -0.482 0.044 0.748
C -0.098 -0.757 1.965
C 0.885 0.457 -0.143
C 1.837 1.467 0.497
O 3.211 1.166 0.064
C 3.199 -0.155 -0.246
N 4.208 -0.952 -0.598
N 1.951 -0.627 -0.350
C 0.181 0.866 -1.478
H -2.692 -1.677 0.990
H -3.581 -1.195 -0.650
H -3.325 0.008 0.801
H -1.092 -2.614 0.026
H -0.070 -2.067 -1.542
H -1.775 -2.168 -1.568
H -1.833 0.667 -2.200
H -2.835 1.770 -0.223
H -1.521 2.874 -0.789
H -0.290 2.014 1.269
H -1.893 1.449 1.805
H 0.234 -0.127 2.779
H 0.681 -1.518 1.876
H -0.857 -1.316 2.403
H 1.712 2.535 0.134
H 1.906 1.220 1.608
H 3.967 -1.972 -0.653
H 5.116 -0.771 -0.904
H 1.733 -1.655 -0.310
H 0.537 0.247 -2.263
H 0.418 1.890 -1.611
*
```

SMILES ... CC1(C)[C@H]2CC[C@]1(C)[C@]1(COC(=[NH2+])N1)C2
Frontier orbital gap ... 0.3925 hartree


Record 5
Formula: C4H12N2
Source: the OMol25 dataset
Level of theory: ωB97M-V with the def2-TZVPD basis set

The geometry in ORCA input format:
```
! RIJCOSX wB97M-V def2-TZVPD def2/J DEFGRID3
* xyz 0 1
C 1.712 -0.214 -3.504
C 0.649 0.025 -2.725
N 0.674 0.623 -1.474
H 2.663 -0.551 -3.115
H 1.465 -0.415 -4.535
H -0.346 -0.020 -3.170
H 1.294 1.409 -1.394
H -0.141 0.722 -0.896
C -0.568 -1.338 2.499
C -0.596 0.076 1.886
N -1.626 0.865 2.518
H -1.446 -1.882 2.139
H 0.338 -1.905 2.306
H -0.747 -1.177 3.563
H 0.409 0.490 2.008
H -0.790 0.033 0.817
H -2.342 0.437 3.073
H -1.439 1.835 2.674
*
```

SMILES ... C=CN.CCN
Frontier orbital gap ... 0.3408 hartree


Record 6
Formula: C3H14NNiO
Source: the OMol25 dataset
Level of theory: ωB97M-V with the def2-TZVPD basis set

The geometry in ORCA input format:
```
! RIJCOSX wB97M-V def2-TZVPD def2/J DEFGRID3
* xyz -1 3
C 3.183 0.267 -0.801
Ni 1.408 0.129 -0.215
N 0.487 -1.376 -1.270
H 1.956 1.416 0.311
H 2.788 -0.252 0.229
H 3.837 1.088 -0.527
H 2.388 0.670 -1.488
H 3.716 -0.512 -1.346
H -0.400 -1.090 -1.687
H 0.259 -2.145 -0.637
H 1.047 -1.776 -2.025
C -3.037 0.538 1.503
C -2.010 0.508 0.406
O -0.991 -0.446 0.762
H -3.407 -0.470 1.722
H -3.888 1.158 1.227
H -2.618 0.956 2.426
H -2.400 0.161 -0.556
H -1.527 1.483 0.256
H -0.790 -0.307 1.712
*
```

Frontier orbital gap (spin up / spin down) ... 0.1032 / 0.2773 hartree


no.,E_tot (eV)
1,-11423.4915
2,-83458.5490
3,-128460.5411
4,-17804.8651
5,-7321.2756
6,-47914.0973